Molecular formula: C4H6
Method: DFT, the ωB97M-V functional and the def2-TZVPD basis

```
10
Properties=species:S:1:pos:R:3:forces:R:3:nbo_charge:R:1
C 1.61982 0.10095 0.10490 0.36 0.06 -0.03 -0.71
C 0.45179 0.46290 -0.66205 0.06 0.20 -0.39 0.11
C -0.70698 0.55241 -1.02769 0.70 -0.41 0.85 -0.14
C -1.61811 -0.14546 -0.03041 -0.67 -0.14 0.10 -0.61
H 1.67530 -0.99276 0.18753 0.12 0.23 -0.12 0.24
H -1.03007 -0.57167 0.80180 -0.34 0.13 -0.24 0.18
H 2.51798 0.47679 -0.37171 0.35 -0.04 0.12 0.25
H -2.12910 -0.97219 -0.51490 -0.37 0.09 0.03 0.22
H -2.31559 0.56867 0.39679 -0.34 -0.14 -0.08 0.22
H 1.53495 0.52035 1.11573 0.14 0.02 -0.23 0.24
```
Forces are in eV/Å.

Its lowest unoccupied orbital energy is 0.94 eV. The value obtained for the energy relative to the best compared isomer or geometry (same formula, charge and spin) is 2.225 eV. As for the SMILES: CC#CC. The value obtained for the frontier orbital gap is 10.2 eV. As for the net charge: 0. Its HOMO energy is -9.29 eV.